# C22H27Cl9MoO3Si3

A molecular structure, C22H27Cl9MoO3Si3 (wB97M-V/def2-TZVPD, the Open Molecules 2025 dataset).

Structure (XYZ):
```
65
Properties=species:S:1:pos:R:3:forces:R:3
Mo 0.3396 0.8532 -0.1506 -0.2 0.0 0.0
C 1.2754 0.0652 -3.3961 0.0 0.0 0.0
O 0.5943 -0.1656 -2.1646 0.0 0.0 0.0
Si -0.1863 -1.6227 -1.7270 0.0 0.0 0.0
C 0.7382 -3.0386 -2.5131 0.0 0.0 0.0
C -1.8810 -1.5501 -2.4850 0.0 0.0 0.0
C -0.0496 -1.2978 0.0761 0.0 0.0 0.0
Si 1.6160 -1.7560 0.8063 0.0 0.0 -0.1
C 1.8849 -1.2677 2.5921 0.0 0.0 0.0
C 2.8669 -0.7609 -0.2236 0.1 -0.1 0.0
C 2.1062 -3.5613 0.6822 0.0 0.0 0.0
Si -1.5644 -1.8513 1.0654 0.0 0.0 0.0
C -1.7091 -3.7158 0.8441 0.0 0.0 0.0
C -3.1898 -1.1024 0.4888 0.0 0.0 0.0
C -1.4058 -1.5005 2.8995 0.0 0.0 0.0
H 0.5590 0.1721 -4.2105 0.0 0.0 0.0
H 1.9487 -0.7680 -3.6025 0.0 0.0 0.0
H 1.8569 0.9792 -3.3113 0.0 0.0 0.0
H 0.5678 -3.0476 -3.5923 0.0 0.0 0.0
H 0.3627 -3.9851 -2.1161 0.0 0.0 0.0
H 1.8137 -3.0069 -2.3353 0.0 0.0 0.0
H -1.7792 -1.5155 -3.5734 0.0 0.0 0.0
H -2.4234 -0.6605 -2.1631 0.0 0.0 0.0
H -2.4832 -2.4268 -2.2399 0.0 0.0 0.0
H 1.5008 -0.2737 2.8212 0.0 0.0 0.0
H 2.9609 -1.2687 2.7874 0.0 0.0 0.0
H 1.4295 -1.9758 3.2842 0.0 0.0 0.0
H 2.6586 0.2890 -0.4828 0.0 -0.1 0.0
H 3.0574 -1.2735 -1.1697 -0.1 0.1 0.0
H 3.8095 -0.7176 0.3275 0.0 0.0 0.0
H 1.5153 -4.1656 1.3737 0.0 0.0 0.0
H 3.1532 -3.6603 0.9829 0.0 0.0 0.0
H 1.9987 -3.9885 -0.3129 0.0 0.0 0.0
H -1.8416 -3.9830 -0.2084 0.0 0.0 0.0
H -2.5751 -4.1001 1.3887 0.0 0.0 0.0
H -0.8236 -4.2380 1.2111 0.0 0.0 0.0
H -3.6730 -1.7337 -0.2585 0.0 0.0 0.0
H -3.0845 -0.1054 0.0644 0.0 0.0 0.0
H -3.8697 -1.0284 1.3411 0.0 0.0 0.0
H -0.7036 -2.1684 3.3978 0.0 0.0 0.0
H -2.3846 -1.6494 3.3626 0.0 0.0 0.0
H -1.0948 -0.4752 3.1073 0.0 0.0 0.0
Cl -4.9340 3.6750 3.0214 0.0 0.0 0.0
C -3.3813 3.0260 2.6670 0.0 0.0 0.0
C -2.4145 2.9295 3.6733 0.0 0.0 0.0
Cl -2.7751 3.4535 5.2715 0.0 0.0 0.0
C -1.1541 2.4045 3.3920 0.0 0.0 0.0
Cl 0.0679 2.2351 4.5901 0.0 0.0 0.0
C -0.8825 1.9831 2.1018 0.0 0.0 -0.1
O 0.2758 1.4443 1.6891 0.0 0.0 0.0
C -1.8450 2.0715 1.1036 0.0 0.0 0.0
O -1.4437 1.6005 -0.0871 0.0 0.0 0.0
C -3.0989 2.5954 1.3705 0.0 0.0 0.0
Cl -4.2492 2.6875 0.0967 0.0 0.0 0.0
Cl 3.1695 2.4960 0.7332 0.0 0.0 0.0
C 2.4585 3.1089 -0.7303 0.0 0.0 0.0
C 1.3084 2.5032 -1.2330 0.0 -0.1 0.1
C 0.7259 3.1205 -2.3421 0.0 0.0 0.0
Cl -0.7795 2.5242 -2.9685 0.0 0.0 0.0
C 1.2917 4.2295 -2.9680 0.0 0.0 0.0
Cl 0.5501 4.9413 -4.3466 0.0 0.0 0.0
C 2.4737 4.7698 -2.4640 0.0 0.0 0.0
Cl 3.1969 6.1242 -3.2313 0.0 0.0 0.0
C 3.0571 4.2167 -1.3287 0.0 0.0 0.0
Cl 4.4903 4.9079 -0.6783 0.0 0.0 0.0
```
Forces are in eV/Å.

## Properties
2S+1 = 3
ΔE to the lowest compared entry with this formula, charge and spin = 0.97 kcal/mol
<S²> = 2.023
Kohn-Sham gap (spin up / spin down) = 7.30 / 7.98 eV
energy = -6158.814821 a.u.

Mulliken atomic charge list, values in e, 4 entries:
1. Mo -2.151
2. C -1.207
3. O 0.129
4. Si 0.499